1.
Here is C7H8N2O2 as an isolated structure at a distorted geometry from the OMol25 dataset. Energies are from ωB97M-V with the def2-TZVPD basis set.

Atoms and positions in Å:
O1 -2.3618 2.4171 -1.0342
O2 -1.6103 3.0335 1.4759
N1 -0.8523 0.6291 -1.0786
N2 -1.1880 1.7295 0.9502
C1 1.1027 -0.3933 -1.3126
C2 -0.3135 -1.0771 0.4970
C3 -1.6136 1.7195 -0.4229
C4 0.6417 -2.0281 1.0415
C5 0.0007 -0.3083 -0.6316
C6 1.8291 -2.1265 0.1955
C7 2.1349 -1.4074 -0.8392
H1 1.2530 0.1303 -2.1259
H2 -2.6224 2.8915 2.1305
H3 0.4839 -2.8065 1.8410
H4 -1.2305 1.0710 -1.9663
H5 2.7353 -2.8527 0.6066
H6 -0.3959 1.4175 1.1720
H7 -1.1189 -0.6819 0.8354
H8 3.1258 -1.3571 -1.3342

HOMO-LUMO gap = 9.146 eV
relative energy (zero: lowest compared OMol25 entry of this formula, charge and spin) = 6.674 eV
calculated total energy = -14457.7846 eV



2.
Here is C12H19AsCaN4O6S as an isolated structure from the OMol25 dataset. Energies are from ωB97M-V with the def2-TZVPD basis set.

Atoms and positions in Å:
As1 -0.0074 -1.1759 2.4516
Ca1 0.0476 0.3064 -0.4700
S1 2.8256 0.0283 -0.4594
O1 -0.5644 -2.5435 1.7306
O2 -0.5922 -1.1273 4.1157
O3 1.8860 -1.1306 -0.4738
O4 2.5182 0.5904 1.1341
O5 2.1484 1.1535 -1.1666
O6 -0.4865 0.2245 1.6729
N1 -0.1561 0.2706 -3.1161
N2 -1.5693 -1.5659 -1.0221
N3 -1.3742 2.3846 -0.7555
N4 -2.9203 3.8801 -0.3231
C1 2.3457 -1.9975 3.7565
C2 -2.5846 -1.6168 -2.0745
C3 4.1846 -0.3679 2.5061
C4 -1.4718 0.0602 -3.7312
C5 -2.6320 2.5669 -0.4380
C6 3.6811 -2.0727 4.1148
C7 2.8454 -0.3104 2.1371
C8 4.6030 -1.2488 3.4895
C9 1.9002 -1.1222 2.7668
C10 -0.8221 3.6444 -0.8478
C11 -2.0308 -1.3341 -3.4661
C12 -1.7674 4.5840 -0.5836
H1 -1.2716 -2.0837 -3.7207
H2 5.6480 -1.2892 3.7689
H3 -0.8519 -2.2711 -1.1827
H4 4.8839 0.2894 2.0070
H5 -1.2871 -1.7965 4.1912
H6 0.2187 3.7901 -1.0846
H7 -3.3524 -0.8731 -1.8398
H8 -1.7268 5.6573 -0.5495
H9 3.9997 -2.7643 4.8832
H10 0.2403 1.1637 -3.3885
H11 -1.9348 -1.8383 -0.1094
H12 -1.4363 0.2125 -4.8159
H13 0.5014 -0.4310 -3.4438
H14 -2.8492 -1.4957 -4.1725
H15 -3.0887 -2.5892 -2.1021
H16 -2.1549 0.8139 -3.3285
H17 -3.8127 4.2620 -0.0662
H18 1.6262 -2.6293 4.2618
H19 -3.3584 1.7920 -0.2558

HOMO-LUMO gap = 8.918 eV
relative energy (zero: lowest compared OMol25 entry of this formula, charge and spin) = 0.279 eV
calculated total energy = -121115.0256 eV



3.
Here is C3H6O2Si as an isolated structure at a distorted geometry from the OMol25 dataset. Energies are from ωB97M-V with the def2-TZVPD basis set.

Atoms and positions in Å:
Si1 -0.3674 0.3551 -0.7181
O1 -0.5351 1.7375 -0.0600
O2 0.9149 -0.5713 -0.1456
C1 1.6745 0.0160 0.6971
C2 -1.8180 -0.8502 -0.4926
C3 1.7931 1.2085 1.1210
H1 -2.6204 -0.6943 -1.1177
H2 -1.3590 -1.8206 -0.7986
H3 2.2539 -0.7675 1.4177
H4 2.2871 1.9446 1.6781
H5 -2.1269 -0.8320 0.4886
H6 -0.0967 0.2742 -2.0700

HOMO-LUMO gap (alpha / beta) = 6.699 / 6.770 eV
relative energy (zero: lowest compared OMol25 entry of this formula, charge and spin) = 4.240 eV
calculated total energy = -15177.2271 eV



4.
Here is a 2-piece molecular cluster, C5H9N3O2 overall at a distorted geometry from the OMol25 dataset. Energies are from ωB97M-V with the def2-TZVPD basis set.

Atoms and positions in Å:
O1 1.6104 2.7620 -1.1074
O2 -2.7361 0.9807 -1.3834
N1 -0.5323 1.7659 -1.2321
N2 -1.5190 0.8985 0.6457
N3 0.5150 -1.7733 -0.6503
C1 0.7099 2.1374 -0.5739
C2 -1.7242 1.1154 -0.7451
C3 -0.3640 0.8603 1.2488
C4 0.6511 1.5426 0.8134
C5 0.8059 -2.8526 0.2541
H1 1.4154 -1.5558 -1.0662
H2 -2.3923 0.4960 1.0747
H3 0.9194 -3.8122 -0.2895
H4 0.2469 -0.9532 -0.0859
H5 1.5518 1.9277 1.3368
H6 1.7972 -2.6638 0.7773
H7 0.0087 -3.1005 1.0484
H8 -0.7298 2.1123 -2.2358
H9 -0.2341 0.1124 2.1707

HOMO-LUMO gap = 9.676 eV
relative energy (zero: lowest compared OMol25 entry of this formula, charge and spin) = 1.149 eV
calculated total energy = -13895.4328 eV



5.
Here is one molecule with the formula C4H7NO from the OMol25 dataset. Energies are from ωB97M-V with the def2-TZVPD basis set.

Atoms and positions in Å:
O1 -2.6812 -1.7990 0.9747
N1 0.3106 -0.7299 -0.5716
C1 0.2789 0.7245 -0.5731
C2 -0.5483 -1.4208 0.0569
C3 1.6226 1.0638 0.0722
C4 -1.9213 -1.0025 0.4650
H1 0.1945 1.1065 -1.5973
H2 1.9389 2.0940 -0.0985
H3 2.3751 0.3733 -0.3195
H4 1.5413 0.8759 1.1477
H5 -0.3260 -2.4718 0.2482
H6 -2.2537 0.0114 0.1769
H7 -0.5313 1.1747 0.0184

HOMO-LUMO gap = 9.340 eV
relative energy (zero: lowest compared OMol25 entry of this formula, charge and spin) = 2.038 eV
calculated total energy = -7797.6061 eV



6.
Here is a 2-piece molecular cluster, C4H9NO2 overall from the OMol25 dataset. Energies are from ωB97M-V with the def2-TZVPD basis set.

Atoms and positions in Å:
O1 -1.3806 -1.8657 -0.6845
O2 -0.5946 -1.0171 1.8193
N1 -1.0330 0.2950 -1.4525
C1 0.8868 0.1481 0.0561
C2 1.8324 0.7445 1.0560
C3 -1.5513 -0.9640 -1.4878
C4 -0.0518 0.8455 -0.5803
H1 2.0220 0.0688 1.9023
H2 -2.1844 -1.1200 -2.3785
H3 2.7659 0.9143 0.5123
H4 -0.8604 -0.1335 1.5321
H5 1.4567 1.6969 1.4569
H6 -1.3102 0.8974 -2.2112
H7 -0.1643 1.9176 -0.4163
H8 -0.7991 -1.5108 1.0042
H9 0.9659 -0.9170 -0.1282

HOMO-LUMO gap = 9.556 eV
relative energy (zero: lowest compared OMol25 entry of this formula, charge and spin) = 1.544 eV
calculated total energy = -9878.5167 eV



7.
Here is one molecule with the formula C4H5NOS at a distorted geometry from the OMol25 dataset. Energies are from ωB97M-V with the def2-TZVPD basis set.

Atoms and positions in Å:
S1 -0.1536 -0.1110 1.0910
O1 -2.3916 -1.6454 -2.2557
N1 -2.4233 -1.3882 -0.7030
C1 -0.0850 -0.6117 -1.5856
C2 0.5315 0.0090 -0.5699
C3 -1.4585 -1.0486 -1.4175
C4 0.9549 1.0589 1.9569
H1 1.9134 0.6581 2.2493
H2 0.3077 -0.6296 -2.6192
H3 0.4179 1.2742 2.9591
H4 1.5333 0.3894 -0.4736
H5 0.8532 2.0449 1.3683

HOMO-LUMO gap (alpha / beta) = 8.737 / 8.737 eV
relative energy (zero: lowest compared OMol25 entry of this formula, charge and spin) = 4.674 eV
calculated total energy = -18597.2446 eV



8.
Here is C6H5N5O8PtSSe as an isolated structure at a distorted geometry from the OMol25 dataset. Energies are from ωB97M-V with the def2-TZVPD basis set.

Atoms and positions in Å:
Pt1 0.3360 -0.0869 -0.2842
Se1 -2.3059 -1.2738 -0.1184
S1 1.9154 -2.5725 -0.2207
O1 -1.2823 -1.1830 1.1665
O2 0.8166 -2.0210 -1.0383
O3 -2.5013 -2.7513 -0.7118
O4 -3.7386 -0.6072 0.2276
O5 -1.5014 -0.2580 -1.2112
O6 1.7925 -2.3485 1.1913
O7 3.2489 -1.6369 -0.6793
O8 2.2910 -3.8995 -0.6158
N1 3.8372 1.7792 -0.1851
N2 0.4014 4.6840 0.0507
N3 0.2125 1.8582 0.0986
N4 4.3581 0.4686 -0.3040
N5 2.1761 0.3033 0.1318
C1 1.4734 3.9148 -0.0123
C2 -0.8868 2.6398 0.1719
C3 2.5520 1.6167 -0.0023
C4 1.4541 2.5288 0.0265
C5 3.3603 -0.4949 0.1492
C6 -0.7958 3.9993 0.1644
H1 2.4347 4.4148 -0.1002
H2 -1.8387 2.1268 0.2342
H3 5.2467 0.3948 0.1628
H4 -1.6818 4.6159 0.2388
H5 3.5738 -0.8478 1.1693

HOMO-LUMO gap (alpha / beta) = 5.594 / 6.182 eV
relative energy (zero: lowest compared OMol25 entry of this formula, charge and spin) = 0.959 eV
calculated total energy = -109558.9733 eV
2S+1 = 3
total charge = -2



9.
Here is one molecule with the formula C9H9OP at a distorted geometry from the OMol25 dataset. Energies are from ωB97M-V with the def2-TZVPD basis set.

Atoms and positions in Å:
P1 -2.5069 -1.8546 -0.3972
O1 -3.4041 0.9444 0.2375
C1 0.7306 -0.0315 0.9714
C2 2.7745 -0.7790 0.0137
C3 0.0258 -0.6465 -0.1210
C4 -2.2037 1.0048 0.1932
C5 -1.4303 -0.6424 -0.0444
C6 2.0871 -0.0704 0.9986
C7 0.7161 -1.3191 -1.1274
C8 -1.3658 2.2298 0.2166
C9 2.0973 -1.3209 -1.0812
H1 2.6334 -1.8323 -1.9041
H2 -0.5060 2.1625 0.7533
H3 0.0748 -1.8352 -1.8236
H4 -1.8435 3.0801 0.5484
H5 0.2338 0.4564 1.8560
H6 3.9168 -0.9780 0.0859
H7 -3.7528 -1.2854 -0.3882
H8 2.8036 0.3674 1.8975
H9 -1.0806 2.3500 -0.8850

HOMO-LUMO gap = 8.258 eV
relative energy (zero: lowest compared OMol25 entry of this formula, charge and spin) = 1.364 eV
calculated total energy = -20812.2180 eV



10.
Here is one molecule with the formula C4H6F2N2 at a distorted geometry from the OMol25 dataset. Energies are from ωB97M-V with the def2-TZVPD basis set.

Atoms and positions in Å:
F1 -1.2817 -1.9918 1.0260
F2 1.9096 -0.4044 0.2120
N1 -0.4214 1.6734 -1.7867
N2 -0.0128 1.8791 0.5327
C1 -0.2340 1.1766 -0.5457
C2 0.7692 -1.0252 0.0285
C3 -0.3882 -0.9399 1.0524
C4 -0.4339 -0.2329 -0.3557
H1 -0.6048 0.9810 -2.6709
H2 -0.3684 -0.5437 2.0662
H3 -0.0660 2.8975 0.2266
H4 -1.1345 -0.7968 -0.9602
H5 0.9406 -2.1266 -0.3020
H6 0.3417 2.4148 -1.8000

HOMO-LUMO gap = 10.162 eV
relative energy (zero: lowest compared OMol25 entry of this formula, charge and spin) = 2.271 eV
calculated total energy = -12657.8664 eV



11.
Here is C23H36N7O6SeTi as an isolated structure from the OMol25 dataset. Energies are from ωB97M-V with the def2-TZVPD basis set.

Atoms and positions in Å:
Se1 3.4583 -0.5421 0.1712
Ti1 0.8755 0.1337 0.0531
O1 -0.2780 2.5335 1.5021
O2 -2.2177 4.5573 -2.3690
O3 1.2203 1.9422 -1.0269
O4 0.6252 -1.0737 -1.6849
O5 1.3597 -2.4451 1.7714
O6 -0.6139 -1.4092 -3.5180
N1 -0.6324 2.9863 -1.8814
N2 -3.0795 2.2836 -3.7639
N3 -0.9780 1.5165 -4.2823
N4 0.1817 1.3265 1.6581
N5 -1.3296 -0.3134 -0.1725
N6 -2.7638 0.0600 -4.4169
N7 0.8582 -1.1270 1.7232
C1 0.8553 4.2845 -0.5549
C2 -0.4531 -1.0786 -2.3222
C3 4.5830 0.8844 -2.0809
C4 -4.0585 -0.3871 -3.9284
C5 5.0252 1.0126 -3.3924
C6 -1.6922 -0.5282 -1.5696
C7 4.0782 -0.3507 -1.6375
C8 0.5031 -1.4077 4.1699
C9 0.4900 2.9431 -1.1505
C10 0.0415 0.7256 2.8500
C11 4.0338 -1.4293 -2.5290
C12 0.4708 -0.6298 2.8910
C13 -0.4525 1.4663 4.0537
C14 4.9854 -0.0481 -4.2894
C15 -4.1464 -0.5545 -2.4056
C16 -1.2061 4.2080 -1.7504
C17 5.4722 0.1192 -5.7052
C18 3.4968 -2.7690 -2.1113
C19 -2.9781 -1.3453 -1.8052
C20 4.6511 2.0734 -1.1634
C21 4.4877 -1.2589 -3.8357
C22 -0.4519 5.0572 -0.7349
C23 -2.2874 1.2871 -4.1446
H1 5.2496 1.8509 -0.2778
H2 4.4392 -2.1022 -4.5188
H3 -1.8611 0.4285 0.2685
H4 -0.4073 0.6817 -4.3654
H5 -4.2070 0.4196 -1.9107
H6 -2.7514 -2.1942 -2.4576
H7 -4.8426 0.2793 -4.3010
H8 -5.0890 -1.0674 -2.1979
H9 0.2397 1.3644 4.8941
H10 -0.6274 2.1842 -3.5750
H11 -2.6933 3.1497 -3.3420
H12 1.1640 4.1473 0.4773
H13 2.4534 -2.6775 -1.8062
H14 -3.2910 -1.7623 -0.8454
H15 1.6804 4.7067 -1.1341
H16 6.5379 0.3601 -5.7339
H17 -1.3847 -1.1575 0.3885
H18 3.6550 2.3275 -0.7988
H19 5.3212 -0.7952 -6.2804
H20 5.4102 1.9737 -3.7230
H21 -4.0336 2.0680 -3.5368
H22 -0.5445 2.5169 3.7861
H23 -0.3589 6.0879 -1.0715
H24 4.0453 -3.1584 -1.2512
H25 -4.2424 -1.3526 -4.4000
H26 2.0936 -2.3868 1.1279
H27 4.9429 0.9272 -6.2159
H28 -1.4315 1.1151 4.3981
H29 -2.0154 -0.6476 -4.3236
H30 0.7228 -2.4540 3.9809
H31 -1.8181 0.4808 -1.9706
H32 -1.0262 5.0370 0.1949
H33 5.0779 2.9349 -1.6808
H34 -0.4510 -1.3245 4.6949
H35 1.2721 -1.0070 4.8368
H36 3.5667 -3.4832 -2.9338

HOMO-LUMO gap (alpha / beta) = 4.889 / 6.341 eV
relative energy (zero: lowest compared OMol25 entry of this formula, charge and spin) = 0.405 eV
calculated total energy = -135617.9385 eV
2S+1 = 3
total charge = -1



12.
Here is C16H16N2PtS4SbTe as an isolated structure at a distorted geometry from the OMol25 dataset. Energies are from ωB97M-V with the def2-TZVPD basis set.

Atoms and positions in Å:
Pt1 -1.0391 1.8449 -0.9416
Te1 0.2474 -0.2895 -1.5231
Sb1 -3.6615 2.8580 -3.0322
S1 -2.7031 3.8376 -4.8310
S2 -5.7573 3.6069 -2.6257
S3 -2.4894 3.5972 -1.0546
S4 -2.2114 0.6548 -2.5050
N1 1.6481 4.0152 1.5790
N2 0.2566 3.0724 0.1967
C1 3.0222 -2.2980 2.0799
C2 2.8164 -1.4433 -0.1605
C3 -0.7273 -3.0833 -2.0619
C4 0.9449 -1.3450 1.3282
C5 -2.4924 -4.3043 -0.9793
C6 0.8176 2.9669 1.3783
C7 -0.9606 -2.0004 -1.2260
C8 -1.9762 -2.0594 -0.2809
C9 3.5788 -2.0460 0.8359
C10 1.7005 -1.9437 2.3263
C11 1.4919 -1.0921 0.0733
C12 0.5826 1.8872 2.3687
C13 0.7330 4.2326 -0.3874
C14 -2.7310 -3.2142 -0.1504
C15 1.6022 4.8281 0.4626
C16 -1.4993 -4.2336 -1.9441
H1 0.0535 -3.0298 -2.8110
H2 -1.3319 -5.0678 -2.6139
H3 -3.5195 -3.2608 0.5902
H4 -3.0915 -5.2011 -0.8820
H5 0.6238 2.2772 3.3864
H6 3.2591 -1.2542 -1.1321
H7 -0.0871 -1.0816 1.5272
H8 1.3187 1.0894 2.2645
H9 4.6021 -2.3349 0.6283
H10 1.2524 -2.1443 3.2921
H11 -2.1948 -1.1960 0.3352
H12 2.1579 5.7452 0.3918
H13 0.3909 4.5393 -1.3600
H14 -0.4024 1.4608 2.1856
H15 3.6106 -2.7795 2.8511
H16 2.1644 4.1887 2.4213

HOMO-LUMO gap = 6.063 eV
relative energy (zero: lowest compared OMol25 entry of this formula, charge and spin) = 0.213 eV
calculated total energy = -80253.9705 eV
total charge = -1



13.
Here is C6H9AgF3O7P2S as an isolated structure at a distorted geometry from the OMol25 dataset. Energies are from ωB97M-V with the def2-TZVPD basis set.

Atoms and positions in Å:
Ag1 2.1010 -1.1491 -2.2087
S1 -0.4413 -0.6305 -2.3754
P1 -0.1261 1.2221 1.4870
P2 -2.2605 -0.8842 0.8391
F1 -0.4816 1.4014 -4.1235
F2 1.4177 1.4079 -2.7486
F3 1.2617 -0.1355 -4.4681
O1 -1.8589 -0.1574 -2.3337
O2 -2.4968 -2.5157 1.3039
O3 0.2493 -1.4507 1.5470
O4 -0.3497 -1.9594 -3.1179
O5 0.6009 -2.2819 -0.5964
O6 1.9023 -3.1519 1.2480
O7 -2.8272 0.0645 2.1824
C1 -0.1452 2.6731 0.2668
C2 1.0220 -2.4108 0.7838
C3 0.3803 -0.8316 -0.7054
C4 0.4986 0.5978 -3.4942
C5 -0.3995 -0.4596 0.6425
C6 1.3868 1.2305 2.6255
H1 -1.1659 3.2012 0.4070
H2 2.3528 0.8364 2.1493
H3 1.4886 -0.4061 -0.7382
H4 1.0855 0.6489 3.5794
H5 -0.1415 2.2640 -0.8069
H6 1.5477 2.3191 2.9799
H7 -2.4208 -0.3595 2.9849
H8 -2.9216 -2.4579 2.2024
H9 0.7413 3.3751 0.4881

HOMO-LUMO gap = 5.314 eV
relative energy (zero: lowest compared OMol25 entry of this formula, charge and spin) = 2.392 eV
calculated total energy = -62249.9872 eV
total charge = +1



14.
Here is C3H6N2O as an isolated structure from the OMol25 dataset. Energies are from ωB97M-V with the def2-TZVPD basis set.

Atoms and positions in Å:
O1 3.1106 -0.7677 -0.2025
N1 -1.2885 0.6623 0.2075
N2 0.9152 -0.1426 -0.0080
C1 0.0075 0.7723 0.4816
C2 2.2775 -0.0034 0.2194
C3 -1.7835 -0.3635 -0.6955
H1 0.6511 -0.9427 -0.5803
H2 -2.8155 -0.1260 -0.9487
H3 2.4920 0.8948 0.8190
H4 -0.6189 1.7657 0.0860
H5 -1.7548 -1.3166 -0.1627
H6 -1.2005 -0.4429 -1.6250

HOMO-LUMO gap = 10.059 eV
relative energy (zero: lowest compared OMol25 entry of this formula, charge and spin) = 4.044 eV
calculated total energy = -8232.6551 eV



15.
Here is C2H4INO2 as an isolated structure at a distorted geometry from the OMol25 dataset. Energies are from ωB97M-V with the def2-TZVPD basis set.

Atoms and positions in Å:
I1 -2.9774 0.4322 0.0447
O1 -0.2911 -2.6377 -0.5750
O2 -2.1937 -2.6065 0.3936
N1 -1.1763 -2.0958 0.0081
C1 0.1268 0.1721 -0.7594
C2 -0.9886 -0.2597 0.1589
H1 -0.1759 -0.1736 -1.8461
H2 0.1146 1.3546 -0.7051
H3 1.0445 -0.3867 -0.4984
H4 -0.7552 -0.1823 1.2004

HOMO-LUMO gap (alpha / beta) = 6.547 / 6.492 eV
relative energy (zero: lowest compared OMol25 entry of this formula, charge and spin) = 5.600 eV
calculated total energy = -15816.6524 eV
2S+1 = 3